Entry 1:
{"formula": "C34H90Cl6N12O6P4", "method": "ωB97M-V with the def2-TZVPD basis set", "total_charge": -1, "e_lumo_ev": [1.8, 1.8], "spin_multiplicity": 2, "homo_ha": [0.018, -0.218], "elements": ["H", "H", "Cl", "C", "H", "H", "O", "H", "H", "H", "H", "H", "H", "H", "C", "H", "C", "H", "H", "H", "H", "P", "Cl", "C", "C", "N", "C", "H", "Cl", "H", "H", "C", "C", "C", "O", "H", "H", "H", "H", "H", "H", "C", "H", "H", "H", "H", "H", "C", "H", "H", "H", "H", "H", "H", "H", "H", "H", "H", "H", "H", "N", "P", "C", "H", "H", "N", "H", "O", "H", "C", "H", "N", "H", "C", "C", "H", "H", "H", "P", "H", "H", "Cl", "C", "H", "Cl", "H", "C", "N", "C", "H", "H", "N", "P", "C", "H", "N", "C", "C", "H", "H", "H", "H", "H", "C", "C", "N", "H", "H", "C", "H", "H", "N", "H", "H", "N", "C", "C", "H", "C", "H", "H", "C", "H", "O", "N", "H", "H", "H", "H", "H", "O", "C", "Cl", "H", "H", "H", "O", "H", "C", "C", "C", "N", "H", "H", "H", "H", "C", "H", "H", "C", "H", "H"], "coordinates": [[-6.2426, -1.6612, -1.0325], [2.9965, -3.7214, -5.7710], [-2.6328, -0.7011, -5.8635], [-5.2314, -1.2665, -0.9335], [8.2796, -1.5664, -3.1823], [-4.1277, -5.0691, 4.8863], [5.0350, -1.9754, -1.9302], [3.1871, -6.9054, 1.6566], [4.5874, -3.1242, -6.1958], [-0.7836, 1.5159, -5.3162], [-5.2752, 2.2728, 1.6359], [-6.3725, 3.8102, -2.1980], [7.2769, -3.8582, -5.1724], [-5.3959, 1.4136, -4.3900], [-0.3599, 3.5918, -1.1339], [-0.2320, -0.6343, 1.3751], [1.6695, 5.0487, 2.0838], [2.5332, 0.5773, -4.0441], [-5.2674, 3.3925, -3.5385], [1.0205, -1.8648, 1.3573], [-3.4710, 0.7527, -1.3597], [-2.9086, -1.6401, 4.5793], [-2.1877, 2.2672, -2.7340], [-1.3852, -0.7095, 6.6665], [4.9150, 0.1694, -5.2613], [-2.7462, -1.1333, 6.2049], [-1.7030, -4.0170, 4.3129], [-4.8830, -3.6415, 5.3916], [1.0541, -6.0342, 1.0457], [-1.1643, 0.2444, 6.1876], [-8.0176, 3.3622, -1.1608], [-0.6175, -2.5094, 0.1944], [6.8675, -3.7328, -4.1700], [4.2898, 2.1799, 3.5876], [2.3384, 2.1707, 0.8432], [6.1271, -4.4740, -3.8690], [3.4232, -5.9324, 3.9032], [1.5351, 6.1081, 1.8652], [-4.5555, -1.8878, -0.3459], [0.1704, 2.6543, -0.9664], [0.4375, 0.7584, -4.4838], [7.6986, -1.5161, -4.1031], [5.5837, 1.0176, -5.1146], [-4.7379, 3.3924, -1.8411], [-0.7088, -1.4883, 6.3143], [-4.8834, 0.7125, 3.6052], [-0.3296, 3.6293, -3.2914], [4.0569, 5.5047, 2.3500], [6.6108, 1.4815, 2.5761], [0.3188, 4.4397, -1.0407], [5.8108, 5.3356, -0.5715], [3.5495, 6.2765, 2.9287], [3.2231, 4.9704, -1.3851], [5.1639, 1.8693, 4.1600], [2.7796, -4.6162, -3.6832], [3.0691, -0.1286, -2.5229], [-1.5407, -2.6697, 0.7512], [-8.6312, 2.9453, 0.5000], [1.8921, -1.3075, -0.6325], [-1.2666, -0.5959, 7.7441], [-6.7131, 2.3200, 0.1147], [3.4953, 3.0814, 1.1215], [5.6830, 4.3151, -0.2106], [-4.2056, -0.1122, 7.4268], [-6.6593, 1.0822, 1.7560], [-2.9218, -3.3650, 4.5775], [8.3870, -1.8803, -4.8657], [-1.9154, -2.2520, -1.9355], [1.9118, -3.1767, -3.6836], [3.6949, -2.8999, -5.6117], [-0.9444, -1.4634, -4.3958], [-5.2430, 0.1736, -0.3984], [-1.6047, 4.6459, -2.6560], [-5.4550, 0.8770, -3.4431], [-0.9255, -2.0168, -1.2231], [5.5531, -0.5617, -5.7577], [1.8065, -6.6259, 3.8352], [-6.1740, 0.0719, -3.5946], [5.0156, -1.9116, -3.4235], [3.7837, 1.4181, -3.0431], [-4.6601, -1.2706, -1.8618], [0.3823, -0.0993, -6.7096], [-0.3473, 0.5235, -5.2029], [-4.5324, -1.8397, 6.9275], [1.7413, -4.2935, 3.7675], [-3.1794, 0.0447, 0.2215], [-1.3409, -0.4832, -4.6606], [-5.9177, 1.7866, -2.4088], [0.9069, -0.8537, -0.5252], [4.7581, 5.9532, 1.6463], [-0.1236, -3.4712, 0.0561], [3.0740, 4.5805, 1.8162], [-6.5514, 1.0755, -1.0223], [2.4635, -5.8793, 3.3890], [0.8977, 4.5590, 1.4899], [4.6632, 2.4034, 2.2293], [0.2822, -1.3546, 0.7388], [-1.0803, 3.7025, -2.5044], [-4.7818, -1.4121, 1.9961], [6.0985, 4.3891, 0.7944], [1.4378, 4.8618, 3.1323], [3.1735, -5.1333, 1.5250], [-6.2010, -0.1112, 4.3881], [-5.1152, -0.0161, 4.3821], [-3.8394, 0.7104, -0.3347], [4.5168, -0.3700, -3.9999], [-3.8201, 1.7160, 0.0853], [6.3326, 3.7058, -0.8390], [-3.9065, -4.1259, 5.3859], [3.7947, 3.0733, 3.9681], [-3.3233, -1.4817, 8.0717], [-4.5638, -1.3251, 4.1212], [3.6348, 1.3089, 3.6118], [0.8302, 0.2197, -0.3517], [4.3609, 3.6295, -0.2492], [-3.7849, -1.0838, 7.1680], [-5.5607, 3.1559, -2.5157], [4.1403, 3.7254, -2.3591], [2.8888, -3.5690, -3.4011], [-6.8353, 2.8068, 2.2322], [4.6946, 5.0202, 3.0893], [-5.1096, -1.8909, 2.9188], [-1.8216, -5.1005, 4.3174], [-1.9526, -0.9871, 3.6587], [3.9650, -2.9844, -4.2099], [-4.8346, -2.9441, 2.8627], [-0.9853, -3.6692, 5.0559], [-7.4384, 4.2399, 0.2225], [7.3561, -0.5092, -4.3416], [-1.8348, -0.1508, -3.7475], [-7.8242, 0.3851, -1.2066], [2.6353, -5.9999, 1.9090], [-1.4735, 3.7889, 0.2106], [-1.3893, -3.6863, 3.3228], [6.4330, 2.0053, 0.9352], [5.5911, 0.6375, 1.3817], [-0.0044, -1.1938, -1.6128], [-3.5838, -4.3550, 6.4015], [-6.3492, 2.1072, 1.5522], [5.8738, 1.6105, 1.7835], [3.3912, 0.4594, -3.3822], [6.4930, -2.3158, -4.1058], [-4.7920, 0.3993, 5.3366], [4.0475, 0.4216, -5.8712], [2.7139, 3.2614, -1.3888], [-4.5473, 0.3783, -3.1034], [-7.7780, 3.2565, -0.1028], [3.2070, -1.9509, -5.8341], [7.6520, -3.9452, -3.4437], [3.5656, 3.9382, -1.4577], [2.9707, -3.3963, -2.3280], [-6.1949, -1.7896, 2.9216]], "lowdin_charge": [0.074, 0.082, 0.529, -0.092, 0.083, 0.076, -0.321, 0.073, 0.080, 0.051, 0.060, 0.053, 0.079, 0.087, -0.695, 0.112, -0.103, 0.053, 0.081, 0.103, -0.015, 0.625, 0.540, -0.078, -0.189, -0.307, -0.170, 0.066, 0.533, 0.077, 0.070, -0.054, -0.122, -0.152, -0.306, 0.079, 0.072, 0.067, 0.059, 0.041, 0.041, -0.122, 0.067, 0.053, 0.066, 0.071, 0.009, -0.154, 0.070, 0.041, 0.066, 0.076, 0.042, 0.074, 0.074, 0.057, 0.111, 0.082, 0.127, 0.078, -0.308, 0.621, -0.164, 0.077, 0.067, -0.322, 0.079, 0.053, 0.072, -0.113, 0.060, -0.265, 0.048, -0.116, -0.496, 0.061, 0.068, 0.083, 0.572, 0.063, 0.054, 0.488, -0.685, 0.071, 0.563, 0.079, -0.695, -0.303, -0.127, 0.058, 0.087, -0.290, 0.521, -0.657, 0.023, -0.301, -0.138, -0.589, 0.064, 0.055, 0.071, 0.067, 0.083, -0.124, -0.111, -0.291, 0.046, 0.064, -0.113, 0.070, 0.076, -0.305, 0.078, 0.110, -0.299, -0.163, -0.152, 0.049, -0.110, 0.080, 0.061, -0.122, 0.089, -0.279, -0.327, 0.075, 0.056, 0.082, 0.067, 0.002, -0.283, -0.652, 0.522, 0.064, 0.050, 0.075, 0.036, 0.076, -0.091, -0.093, -0.040, -0.317, 0.061, 0.076, 0.043, 0.036, -0.153, 0.069, 0.075, -0.182, 0.067, 0.086]}

=====

Entry 2:
{"formula": "C28H26N5RuS", "method": "ωB97M-V with the def2-TZVPD basis set", "total_charge": 3, "e_above_lowest_kj_mol": 53.0, "e_lumo_ev": [-12.1, -12.2], "spin_multiplicity": 1, "homo_ha": [-0.636, -0.639], "elements": ["H", "C", "H", "C", "C", "N", "N", "C", "C", "N", "H", "H", "H", "H", "C", "H", "C", "N", "H", "C", "H", "C", "H", "C", "C", "C", "H", "H", "C", "C", "C", "C", "C", "H", "C", "C", "H", "H", "H", "C", "C", "C", "C", "H", "Ru", "H", "C", "H", "H", "C", "H", "H", "S", "H", "N", "C", "C", "H", "H", "H", "C"], "coordinates": [[-3.2022, 4.2839, 0.1141], [-2.0050, -0.5725, 1.8860], [2.2658, -4.5222, -0.6723], [-1.9460, -1.5823, -4.0514], [-3.8227, 2.7209, 1.4643], [-1.3602, -1.2578, 0.7493], [1.1262, 0.8509, 1.7074], [-1.8551, -1.2877, -1.6814], [3.8700, -1.5924, -1.0982], [1.6179, -1.2498, -0.3444], [0.6980, -0.5969, 3.1091], [0.7209, 0.2099, -3.0321], [3.0853, 3.5756, 2.2688], [0.2847, -4.2056, 0.3914], [1.2055, 0.3405, 2.9270], [-0.5174, -3.2862, -0.8447], [2.5621, 2.6567, 2.5037], [-0.7505, -0.5290, -1.7805], [-1.4184, -3.2012, 1.5700], [1.9057, 0.9256, 3.9797], [4.8159, -1.1595, -1.3919], [1.8429, 2.0137, 1.4744], [-1.2279, 3.0445, -0.6540], [-3.5086, 1.4522, 1.9289], [0.0942, -3.1869, 0.0564], [-0.6786, -2.4976, 1.1738], [-2.4212, -1.9845, -4.9362], [-1.3154, -0.5205, 2.7279], [2.5872, 2.1198, 3.7678], [1.4234, -2.5851, -0.3329], [-2.3835, -1.5246, -0.2958], [3.6723, -2.9666, -1.1037], [2.8334, -0.7803, -0.7038], [-0.3040, -0.6598, -5.1033], [1.8025, 3.6540, -1.9800], [-2.4799, -1.8211, -2.7951], [0.3665, 2.3363, -2.8892], [-2.7637, -2.5449, -0.2050], [-4.1405, 0.9596, 2.6561], [0.9511, 2.5593, -2.0072], [0.9483, 1.8263, -0.8264], [-2.3807, 0.8151, 1.4481], [-1.8831, 2.6103, 0.0823], [3.1239, 2.5960, 4.5774], [0.0934, 0.1619, -0.0099], [0.0080, -2.2574, 1.9863], [1.7823, 2.4759, 0.1552], [-3.3682, -2.4283, -2.6771], [2.0060, 4.3363, -2.7960], [-0.7749, -0.8417, -4.1475], [2.9711, 0.2894, -0.6714], [1.9083, 0.4499, 4.9508], [2.6232, 3.8697, -0.4860], [-2.8892, -1.1177, 2.2290], [-1.5648, 1.3855, 0.5336], [2.4426, -3.4555, -0.7027], [-2.9944, 3.3034, 0.5183], [-3.2362, -0.8613, -0.1416], [-4.7038, 3.2372, 1.8216], [4.4643, -3.6410, -1.4011], [-0.2067, -0.3423, -2.9960]], "lowdin_charge": [0.134, -0.108, 0.138, 0.016, 0.017, -0.248, 0.004, -0.244, -0.003, -0.021, 0.101, 0.103, 0.126, 0.140, -0.084, 0.129, 0.045, -0.019, 0.152, 0.034, 0.132, -0.259, 0.107, 0.029, -0.084, -0.140, 0.138, 0.117, 0.020, -0.226, -0.077, 0.017, -0.096, 0.133, -0.285, 0.027, 0.114, 0.155, 0.140, -0.184, -0.278, -0.249, -0.067, 0.143, 1.387, 0.119, -0.432, 0.141, 0.106, 0.001, 0.100, 0.138, 1.187, 0.155, -0.001, 0.026, 0.004, 0.147, 0.139, 0.139, -0.094]}

=====

Entry 3:
{"formula": "C3H3FKO3", "method": "ωB97M-V with the def2-TZVPD basis set", "total_charge": 0, "e_above_lowest_kj_mol": 21.1, "e_lumo_ev": [-0.4, -0.5], "spin_multiplicity": 2, "homo_ha": [-0.297, -0.322], "elements": ["O", "C", "H", "F", "H", "C", "K", "C", "O", "H", "O"], "coordinates": [[-1.2494, -0.4082, -0.2287], [-0.1451, -1.0680, 0.3929], [-0.3433, -1.1925, 1.4679], [1.3631, -0.2560, -1.2795], [-0.0116, -2.0436, -0.0815], [-1.6168, 0.7158, 0.4262], [0.4408, 2.0097, -1.8994], [1.0291, -0.1069, 0.2294], [-2.0624, 1.6778, -0.1740], [1.9637, -0.4458, 0.7038], [0.6319, 1.1177, 0.4430]], "lowdin_charge": [-0.053, -0.126, 0.133, -0.249, 0.130, -0.234, 0.974, -0.470, 0.011, 0.140, -0.255]}